Molecular formula: C22H20N6O6
Method: DFT, ωB97M-V/def2-TZVPD

XYZ file:
```
54
Properties=species:S:1:pos:R:3:forces:R:3:nbo_charge:R:1
O -3.81064 -1.23186 6.61426 1.3 1.2 -0.5 -0.428
O 2.65550 1.42606 6.71394 -2.3 -0.4 -0.4 -0.360
O -3.51800 0.91071 6.34753 0.8 -1.3 0.0 -0.377
O 0.60154 -4.32569 5.51859 0.6 0.9 0.1 -0.408
O 2.22123 -2.78305 5.91312 -0.2 -0.1 -0.2 -0.137
O 0.85801 2.66913 6.51019 0.9 -1.8 0.1 -0.403
N -1.23618 -4.45909 3.45024 -0.3 1.0 0.3 -0.366
N 2.34968 -1.42535 6.18601 -2.8 0.4 0.3 -0.078
N -3.07336 -0.24490 6.36669 -1.9 -0.1 0.3 0.502
N 0.90884 -3.14872 5.69340 -0.9 1.9 1.0 0.399
N -0.58042 -2.64772 2.32266 -0.6 0.3 0.9 -0.380
N 1.42510 1.55389 6.56054 0.7 1.4 0.4 0.508
C -0.18045 -4.82258 2.66238 -0.2 -0.1 -0.8 0.145
C 1.24195 -5.09367 0.31372 0.2 -0.2 -0.1 -0.216
C -5.28498 -2.10530 3.20414 0.2 -0.1 0.3 -0.196
C -1.66882 -0.47635 6.11651 -0.2 -1.6 -0.9 -0.047
C -3.44865 -3.41837 1.56836 -0.5 0.2 0.2 -0.212
C -0.65854 -1.38434 1.63147 0.1 0.4 0.1 -0.414
C -3.02476 -2.91129 2.80870 -1.0 0.5 0.5 -0.019
C -0.82579 0.59385 6.39456 0.9 0.2 -0.3 -0.111
C -4.78026 -3.26660 1.15821 0.3 0.2 0.5 -0.208
C -7.13515 -2.38401 1.52246 -0.2 0.1 0.0 -0.634
C 0.86113 -6.22715 1.05039 0.1 0.1 0.2 -0.213
C -1.25145 -1.83701 5.65648 -1.0 1.0 3.0 -0.279
C -5.71707 -2.59032 1.96640 0.7 0.0 0.2 0.000
C 0.95338 -3.81311 0.75887 0.2 0.4 0.3 -0.263
C -1.58752 -3.08373 3.25517 1.2 -1.1 -1.2 0.232
C 0.16728 -6.10927 2.25295 0.3 0.2 0.1 -0.233
C -1.99428 -5.36856 4.26166 0.0 -0.3 0.6 -0.407
C 0.15743 -1.98759 5.88928 0.5 -1.9 -0.8 0.047
C 0.55429 0.38299 6.43855 -0.3 0.3 -0.3 -0.051
C 0.22615 -3.69078 1.93989 -0.6 -0.7 -0.6 0.195
C -3.96630 -2.29631 3.64049 0.2 -0.2 -0.6 -0.219
C 1.04770 -0.95963 6.22612 3.1 -0.1 -0.5 0.101
H -7.67666 -3.32626 1.41836 0.1 0.0 0.1 0.226
H -7.18618 -1.88538 0.55314 0.1 0.0 0.0 0.224
H -1.27131 1.59558 6.57008 0.6 -0.9 0.0 0.299
H 1.08050 -7.21713 0.66159 0.1 0.2 0.1 0.222
H -1.38090 -6.23040 4.55821 0.0 0.4 -0.1 0.227
H -7.67163 -1.76811 2.25009 0.0 -0.1 -0.1 0.222
H 1.22057 -2.90622 0.21301 -0.1 -0.5 -0.1 0.222
H 0.31957 -1.08232 1.24387 -0.1 -0.2 0.2 0.222
H -2.87316 -5.75571 3.75419 -0.2 0.0 -0.2 0.208
H -5.97670 -1.56798 3.86756 0.2 -0.3 -0.3 0.225
H -0.14709 -6.95901 2.85285 0.0 0.0 -0.4 0.223
H 1.74879 -5.22410 -0.64198 -0.1 0.0 0.3 0.222
H -5.10683 -3.66598 0.19832 0.2 0.1 0.2 0.217
H -2.30785 -4.87698 5.18410 0.0 0.0 -0.1 0.217
H -2.75388 -3.95318 0.93308 0.1 0.0 -0.1 0.220
H -1.35933 -1.41074 0.79558 -0.1 -0.1 0.0 0.209
H -0.98146 -0.61006 2.33098 0.0 0.0 -0.1 0.223
H -1.93413 -2.62478 6.04520 0.6 0.5 -0.4 0.275
H -3.64926 -1.99744 4.63453 -0.3 0.1 -0.2 0.229
H -1.42437 -2.40516 4.32324 -0.4 0.2 -0.5 0.198
```
Forces are in eV/Å.

SMILES: O=[N+]([O-])c1cc([N+](=O)[O-])c2no[n+]([O-])c2c1.Cc1ccc(C2N(C)c3ccccc3N2C)cc1
Total charge: 0
Lowest unoccupied orbital energy: -0.083 Ha
Frontier orbital gap: 5.14 eV
ΔE to the lowest compared entry with this formula, charge and spin: 99.58 kJ/mol